1.
{
  "formula": "C5H11N3",
  "method": "ωB97M-V/def2-TZVPD",
  "species": ["C", "C", "C", "N", "H", "H", "H", "H", "H", "H", "H", "C", "N", "C", "N", "H", "H", "H", "H"],
  "xyz": [[1.27, 0.20, 1.19], [-0.17, -0.22, 1.03], [-1.16, 0.85, 1.34], [-0.62, -1.42, 1.28], [1.95, -0.61, 0.91], [1.48, 1.08, 0.59], [1.46, 0.47, 2.23], [-2.17, 0.46, 1.44], [-1.20, 1.46, 0.29], [-0.90, 1.44, 2.21], [0.11, -2.05, 1.62], [0.55, -0.91, -1.94], [-0.47, -0.15, -1.23], [-0.67, 1.19, -1.50], [-0.53, 2.20, -2.05], [0.17, -1.27, -2.91], [0.82, -1.78, -1.33], [1.42, -0.28, -2.09], [-1.33, -0.67, -1.09]],
  "smiles": "CC(C)=N.CNC#N",
  "homo_lumo_gap_ha": 0.35708,
  "homo_energy_ev": -8.953,
  "spin_multiplicity": 1,
  "energy_ha": -361.2853,
  "e_lumo_ev": 0.8,
  "largest_force_ev_per_a": 4.6
}

***

2.
{
  "formula": "C36H43F4N3O24S2",
  "method": "ωB97M-V/def2-TZVPD",
  "species": ["O", "N", "O", "C", "C", "C", "C", "C", "C", "H", "H", "H", "H", "H", "O", "N", "O", "C", "C", "C", "C", "C", "C", "H", "H", "H", "H", "H", "O", "N", "O", "C", "C", "C", "C", "C", "C", "H", "H", "H", "H", "H", "O", "C", "O", "C", "C", "F", "O", "H", "H", "H", "O", "C", "O", "C", "C", "F", "O", "H", "H", "H", "O", "C", "O", "C", "C", "F", "O", "H", "H", "H", "O", "C", "O", "C", "C", "F", "O", "H", "H", "H", "C", "C", "O", "S", "C", "O", "O", "H", "H", "H", "H", "H", "H", "H", "H", "C", "C", "O", "S", "C", "O", "O", "H", "H", "H", "H", "H", "H", "H", "H"],
  "xyz": [[-14.26, -16.53, -0.75], [-13.89, -17.57, -0.24], [-13.26, -18.49, -0.78], [-14.14, -17.69, 1.18], [-13.30, -18.41, 2.01], [-13.66, -18.51, 3.33], [-14.83, -17.98, 3.73], [-15.67, -17.25, 2.97], [-15.33, -17.06, 1.64], [-12.47, -18.92, 1.54], [-13.10, -19.03, 4.09], [-15.11, -18.07, 4.77], [-16.64, -16.99, 3.34], [-15.97, -16.43, 1.05], [-13.03, -2.29, -6.64], [-12.96, -1.27, -7.40], [-12.88, -1.34, -8.61], [-13.35, 0.06, -6.94], [-13.56, 0.34, -5.59], [-14.15, 1.57, -5.25], [-14.42, 2.55, -6.24], [-14.22, 2.20, -7.52], [-13.59, 1.06, -7.90], [-13.55, -0.27, -4.70], [-14.57, 1.84, -4.29], [-14.97, 3.44, -5.97], [-14.55, 2.93, -8.25], [-13.46, 0.72, -8.92], [-13.41, -6.60, -2.24], [-14.61, -6.48, -2.31], [-15.17, -5.40, -2.07], [-15.48, -7.65, -2.33], [-14.94, -8.87, -2.82], [-15.68, -10.00, -2.94], [-17.01, -9.87, -2.42], [-17.48, -8.72, -1.82], [-16.70, -7.62, -1.72], [-13.95, -8.87, -3.25], [-15.36, -10.87, -3.49], [-17.64, -10.75, -2.48], [-18.42, -8.82, -1.29], [-16.97, -6.80, -1.07], [-4.53, -5.58, -7.24], [-5.06, -6.15, -6.36], [-6.17, -5.72, -5.63], [-6.50, -6.72, -4.70], [-5.74, -7.96, -5.07], [-6.53, -8.74, -5.82], [-4.66, -7.37, -5.83], [-6.14, -6.29, -3.76], [-7.59, -6.76, -4.63], [-5.37, -8.56, -4.24], [-7.53, -10.50, 0.90], [-8.60, -11.12, 0.87], [-8.95, -11.96, 1.82], [-10.10, -12.60, 1.38], [-10.74, -11.61, 0.51], [-11.73, -10.99, 1.18], [-9.69, -10.85, 0.07], [-9.60, -13.36, 0.79], [-10.73, -13.12, 2.10], [-11.21, -12.19, -0.28], [-23.16, -6.66, -3.28], [-23.26, -5.62, -2.72], [-22.42, -5.19, -1.76], [-22.80, -3.92, -1.31], [-23.96, -3.58, -2.26], [-23.61, -2.65, -3.19], [-24.30, -4.83, -2.83], [-23.12, -3.98, -0.27], [-22.00, -3.21, -1.49], [-24.76, -3.11, -1.68], [-23.21, -13.18, -9.49], [-22.28, -12.90, -8.79], [-21.87, -13.65, -7.71], [-20.79, -12.95, -7.07], [-20.94, -11.59, -7.68], [-19.76, -11.01, -7.91], [-21.41, -11.90, -8.96], [-21.00, -12.70, -6.03], [-19.83, -13.47, -7.14], [-21.62, -10.89, -7.20], [-8.35, -1.17, -1.57], [-7.44, 0.00, -2.15], [-6.61, 0.31, -1.05], [-5.89, 1.83, -1.02], [-7.34, 2.94, -0.58], [-4.97, 1.68, 0.14], [-5.39, 2.07, -2.34], [-9.20, -0.79, -1.00], [-7.79, -1.95, -1.06], [-8.68, -1.63, -2.50], [-6.82, -0.36, -2.97], [-8.11, 0.81, -2.45], [-8.18, 2.50, -0.04], [-7.65, 3.28, -1.56], [-6.90, 3.73, 0.03], [-18.11, -21.41, -2.63], [-18.69, -19.99, -2.72], [-19.67, -19.72, -1.71], [-20.73, -18.47, -2.13], [-21.64, -19.34, -3.61], [-21.59, -18.14, -0.98], [-19.87, -17.42, -2.68], [-17.30, -21.63, -3.34], [-18.95, -22.09, -2.74], [-17.74, -21.65, -1.64], [-17.92, -19.23, -2.55], [-19.09, -20.03, -3.73], [-21.64, -20.42, -3.47], [-21.08, -19.02, -4.50], [-22.67, -19.00, -3.66]],
  "smiles": "O=[N+]([O-])c1ccccc1.O=[N+]([O-])c1ccccc1.O=[N+]([O-])c1ccccc1.O=C1OC[C@@H](F)O1.O=C1OC[C@@H](F)O1.O=C1OC[C@@H](F)O1.O=C1OC[C@@H](F)O1.CCOS(C)(=O)=O.CCOS(C)(=O)=O",
  "homo_lumo_gap_ha": 0.34089,
  "homo_energy_ev": -10.050,
  "spin_multiplicity": 1,
  "energy_ha": -4563.0138,
  "e_lumo_ev": -0.8,
  "largest_force_ev_per_a": 4.9
}

***

3.
{
  "formula": "C25H70N7O10",
  "method": "ωB97M-V/def2-TZVPD",
  "species": ["N", "O", "O", "O", "C", "C", "C", "O", "C", "N", "H", "H", "H", "H", "H", "H", "H", "H", "H", "H", "H", "C", "C", "C", "O", "C", "N", "H", "H", "H", "H", "H", "H", "H", "H", "H", "H", "H", "C", "C", "C", "O", "C", "N", "H", "H", "H", "H", "H", "H", "H", "H", "H", "H", "H", "C", "C", "C", "O", "C", "N", "H", "H", "H", "H", "H", "H", "H", "H", "H", "H", "H", "C", "C", "C", "O", "C", "N", "H", "H", "H", "H", "H", "H", "H", "H", "H", "H", "H", "C", "C", "C", "O", "C", "N", "H", "H", "H", "H", "H", "H", "H", "H", "H", "H", "H", "C", "O", "H", "H", "H", "H"],
  "xyz": [[-0.68, -0.57, -1.09], [-0.50, -1.37, -1.92], [0.10, 0.31, -0.94], [-1.60, -0.60, -0.35], [-0.32, -4.72, -1.47], [-1.48, -4.84, -0.42], [-1.13, -5.48, 0.96], [-2.29, -5.58, 1.73], [-2.36, -6.46, 2.91], [-1.97, -3.50, -0.22], [0.34, -5.58, -1.56], [0.37, -3.89, -1.30], [-0.81, -4.40, -2.39], [-2.34, -5.24, -0.96], [-0.54, -4.73, 1.48], [-0.63, -6.44, 0.83], [-3.27, -6.40, 3.50], [-1.48, -6.22, 3.50], [-2.27, -7.49, 2.58], [-1.59, -2.93, 0.52], [-1.80, -3.09, -1.13], [2.70, -1.34, 0.00], [2.20, -2.36, 0.93], [3.09, -2.64, 2.21], [4.46, -2.49, 1.75], [5.35, -2.18, 2.84], [0.94, -1.87, 1.36], [2.83, -0.37, 0.49], [2.06, -1.28, -0.88], [3.64, -1.71, -0.40], [2.03, -3.28, 0.38], [2.89, -3.62, 2.63], [2.81, -1.87, 2.93], [6.36, -2.15, 2.44], [5.51, -2.87, 3.67], [5.11, -1.22, 3.28], [0.43, -1.63, 0.52], [1.04, -0.99, 1.85], [-4.09, 0.89, 2.45], [-4.77, 0.18, 1.27], [-4.75, 1.07, -0.02], [-5.43, 2.28, 0.18], [-5.17, 3.25, -0.85], [-3.99, -1.04, 1.01], [-3.08, 1.28, 2.33], [-3.86, 0.24, 3.30], [-4.80, 1.69, 2.66], [-5.76, -0.05, 1.67], [-5.15, 0.51, -0.86], [-3.70, 1.25, -0.26], [-5.51, 2.94, -1.84], [-4.09, 3.43, -0.84], [-5.60, 4.20, -0.53], [-3.56, -1.40, 1.85], [-3.19, -0.57, 0.60], [2.12, 3.51, 3.22], [2.44, 2.06, 3.04], [2.74, 1.29, 4.33], [3.82, 1.68, 5.11], [4.27, 0.95, 6.19], [1.43, 1.39, 2.23], [1.17, 3.62, 3.74], [2.18, 4.20, 2.38], [2.82, 3.91, 3.96], [3.36, 2.01, 2.45], [2.92, 0.25, 4.06], [1.89, 1.46, 4.99], [4.32, -0.14, 6.10], [3.68, 0.99, 7.11], [5.32, 1.21, 6.34], [0.48, 1.74, 2.24], [1.49, 1.56, 1.23], [-2.17, 4.39, 1.86], [-1.41, 3.72, 0.75], [-0.27, 4.62, 0.19], [-0.57, 5.89, -0.28], [0.55, 6.80, -0.38], [-0.82, 2.48, 1.06], [-1.66, 4.61, 2.80], [-3.09, 3.86, 2.09], [-2.43, 5.41, 1.58], [-2.07, 3.64, -0.11], [0.00, 4.15, -0.75], [0.52, 4.56, 0.94], [0.73, 7.31, 0.56], [0.20, 7.52, -1.12], [1.54, 6.46, -0.69], [-0.38, 2.12, 0.23], [-1.58, 1.83, 1.15], [0.78, -2.82, -4.82], [1.25, -1.23, -5.11], [1.74, -1.03, -6.55], [3.00, -1.67, -6.64], [3.38, -1.96, -7.94], [0.17, -0.37, -4.71], [-0.11, -3.09, -5.38], [0.61, -3.01, -3.76], [1.47, -3.50, -5.30], [2.12, -0.98, -4.49], [1.71, -0.02, -6.96], [1.01, -1.61, -7.11], [2.58, -2.56, -8.38], [4.29, -2.55, -8.00], [3.53, -1.04, -8.50], [-0.03, -0.54, -3.73], [0.61, 0.53, -4.76], [-2.18, 3.51, -3.28], [-2.05, 2.13, -2.90], [-3.20, 3.59, -3.66], [-2.14, 4.23, -2.46], [-1.51, 3.76, -4.11], [-1.21, 2.08, -2.43]],
  "homo_lumo_gap_ha": 0.27890,
  "homo_energy_ev": -5.169,
  "spin_multiplicity": 1,
  "charge": -1,
  "energy_ha": -2129.8720,
  "e_lumo_ev": 2.4,
  "largest_force_ev_per_a": 7.3
}

***

4.
{
  "formula": "H18NO7",
  "method": "ωB97M-V/def2-TZVPD",
  "species": ["N", "H", "H", "H", "H", "O", "H", "H", "O", "H", "H", "O", "H", "H", "O", "H", "H", "O", "H", "H", "O", "H", "H", "O", "H", "H"],
  "xyz": [[0.29, 0.07, 0.16], [0.38, -0.32, -0.71], [0.44, -0.70, 0.81], [-0.64, 0.33, 0.26], [0.75, 0.81, 0.10], [1.61, 2.38, -2.06], [0.83, 2.52, -1.46], [1.87, 3.26, -2.28], [-0.94, 2.70, -0.62], [-1.66, 2.78, -1.13], [-0.99, 3.42, 0.04], [-2.72, -1.23, -0.49], [-2.72, -0.99, -1.39], [-3.19, -0.67, 0.17], [-0.96, -0.49, 3.06], [-0.94, 0.22, 3.85], [-1.83, -0.89, 3.22], [1.33, -2.21, -2.46], [0.70, -3.04, -2.57], [1.90, -2.03, -3.18], [2.57, 1.13, 1.76], [2.84, 2.01, 1.67], [2.95, 0.93, 0.86], [-0.38, -3.25, 0.50], [-1.26, -3.22, 0.41], [-0.20, -3.51, 1.49]],
  "homo_lumo_gap_ha": 0.41070,
  "homo_energy_ev": -14.314,
  "spin_multiplicity": 1,
  "charge": 1,
  "energy_ha": -591.9252,
  "e_lumo_ev": -3.1,
  "largest_force_ev_per_a": 10.8
}

***

5.
{
  "formula": "C18H16N2O9",
  "method": "ωB97M-V/def2-TZVPD",
  "species": ["O", "C", "C", "C", "O", "C", "O", "C", "C", "O", "H", "H", "H", "H", "O", "C", "C", "C", "O", "C", "O", "C", "C", "O", "H", "H", "H", "H", "N", "C", "C", "C", "C", "N", "C", "C", "O", "H", "H", "H", "H", "H", "H", "H", "H"],
  "xyz": [[-4.21, -0.09, -4.57], [-3.24, -0.37, -5.25], [-3.27, -0.56, -6.68], [-2.13, -0.89, -7.31], [-2.04, -1.09, -8.62], [-0.82, -1.07, -6.58], [0.14, -1.39, -7.27], [-0.79, -0.86, -5.15], [-1.93, -0.54, -4.52], [-2.00, -0.33, -3.22], [-4.21, -0.44, -7.20], [-1.10, -1.32, -8.78], [0.15, -1.00, -4.62], [-2.94, -0.15, -3.01], [2.14, 2.61, 3.16], [1.48, 2.49, 4.18], [0.64, 3.53, 4.72], [-0.06, 3.29, 5.84], [-0.86, 4.16, 6.42], [0.01, 1.96, 6.56], [-0.66, 1.86, 7.58], [0.85, 0.91, 6.02], [1.55, 1.15, 4.90], [2.33, 0.23, 4.36], [0.59, 4.47, 4.20], [-1.22, 3.71, 7.21], [0.88, -0.03, 6.54], [2.82, 0.57, 3.57], [-2.78, -1.22, -0.48], [-1.83, -1.56, 0.07], [-0.60, -1.99, 0.74], [0.64, -1.28, 0.17], [0.84, -1.61, -1.24], [0.99, -1.86, -2.34], [1.91, -1.62, 0.97], [3.05, -0.64, 0.71], [3.05, 0.45, 1.63], [-0.51, -3.07, 0.63], [-0.69, -1.76, 1.80], [0.46, -0.20, 0.23], [1.67, -1.57, 2.04], [2.24, -2.63, 0.73], [4.01, -1.14, 0.82], [3.00, -0.26, -0.31], [2.44, 1.14, 1.34]],
  "smiles": "O=C1C=C(O)C(=O)C=C1O.O=C1C=C(O)C(=O)C=C1O.N#CC[C@H](C#N)CCO",
  "homo_lumo_gap_ha": 0.28467,
  "homo_energy_ev": -9.340,
  "spin_multiplicity": 1,
  "energy_ha": -1482.1581,
  "e_lumo_ev": -1.6,
  "largest_force_ev_per_a": 0.4
}

***

6.
{
  "formula": "C29H41HgN8S2",
  "method": "ωB97M-V/def2-TZVPD",
  "species": ["Hg", "S", "C", "C", "C", "C", "C", "C", "C", "C", "C", "N", "H", "H", "H", "H", "H", "H", "C", "N", "C", "N", "C", "N", "C", "N", "C", "C", "H", "H", "H", "H", "H", "H", "H", "H", "H", "H", "H", "H", "C", "N", "C", "N", "S", "H", "H", "H", "H", "H", "H", "C", "C", "C", "C", "C", "C", "C", "C", "C", "C", "C", "C", "N", "H", "H", "H", "H", "H", "H", "H", "H", "H", "H", "H", "H", "H", "H", "H", "H", "H"],
  "xyz": [[0.29, -0.32, 0.52], [5.20, -1.14, 0.67], [4.71, -1.61, 2.26], [3.46, -2.16, 2.27], [2.83, -2.27, 1.01], [3.60, -1.64, 0.01], [3.28, -1.13, -1.26], [4.28, -0.81, -2.23], [3.93, -0.37, -3.47], [2.56, -0.21, -3.77], [1.66, -0.42, -2.75], [1.96, -0.86, -1.55], [5.37, -1.43, 3.09], [3.02, -2.50, 3.20], [5.32, -0.93, -1.95], [4.68, -0.14, -4.21], [2.23, 0.10, -4.76], [0.60, -0.21, -2.91], [-1.91, -1.91, -2.46], [-2.00, -1.03, -1.31], [-3.07, -1.50, -0.45], [-4.36, -1.50, -1.15], [-4.23, -2.36, -2.32], [-3.17, -1.92, -3.22], [-3.45, -0.55, -3.63], [-3.58, 0.36, -2.50], [-2.32, 0.32, -1.75], [-4.62, -0.14, -1.61], [-1.69, -2.92, -2.11], [-1.11, -1.58, -3.12], [-3.15, -0.84, 0.42], [-2.84, -2.51, -0.12], [-5.18, -2.36, -2.87], [-4.01, -3.37, -1.98], [-4.39, -0.54, -4.20], [-2.64, -0.20, -4.27], [-2.39, 0.96, -0.87], [-1.52, 0.69, -2.40], [-5.58, -0.12, -2.14], [-4.67, 0.52, -0.74], [2.22, -4.09, -1.61], [2.34, -4.37, -0.21], [1.84, -3.42, 0.79], [1.71, -4.26, 1.98], [0.11, -2.97, 0.40], [2.96, -3.38, -2.00], [1.22, -3.70, -1.80], [2.34, -5.04, -2.16], [3.30, -4.59, 0.04], [2.63, -4.50, 2.35], [1.19, -3.77, 2.70], [2.94, 1.66, 1.36], [2.15, 2.16, 2.58], [1.77, 1.01, 3.51], [0.96, 3.06, 2.27], [1.16, 4.38, 2.61], [0.17, 5.34, 2.57], [-1.11, 4.91, 2.26], [-1.38, 3.61, 1.91], [-2.85, 3.31, 1.65], [-3.15, 3.45, 0.16], [-3.29, 1.96, 2.21], [-0.32, 2.62, 1.73], [-0.68, 1.53, 1.11], [4.00, 1.62, 1.59], [2.80, 2.31, 0.50], [2.64, 0.65, 1.07], [2.84, 2.79, 3.15], [1.01, 0.37, 3.04], [1.36, 1.40, 4.44], [2.64, 0.40, 3.73], [2.15, 4.68, 2.96], [0.38, 6.38, 2.83], [-1.92, 5.63, 2.32], [-3.44, 4.08, 2.18], [-2.42, 2.87, -0.41], [-3.05, 4.50, -0.14], [-4.16, 3.11, -0.09], [-2.61, 1.19, 1.82], [-4.32, 1.73, 1.93], [-3.22, 1.96, 3.30]],
  "homo_lumo_gap_ha": [0.14250, 0.17587],
  "homo_energy_ev": [0.595, -0.383],
  "spin_multiplicity": 2,
  "s_squared": 0.776,
  "charge": -2,
  "energy_ha": -2517.3934,
  "e_lumo_ev": [4.5, 4.4],
  "largest_force_ev_per_a": 2.2
}

***

7.
{
  "formula": "C2H2F2",
  "method": "ωB97M-V/def2-TZVPD",
  "species": ["F", "C", "C", "F", "H", "H"],
  "xyz": [[-1.38, -1.06, 0.00], [-0.66, 0.08, 0.00], [0.66, 0.07, -0.01], [1.38, -1.06, 0.00], [-1.25, 0.98, -0.01], [1.25, 0.98, 0.02]],
  "smiles": "F/C=C\\F",
  "homo_lumo_gap_ha": 0.40505,
  "homo_energy_ev": -9.999,
  "spin_multiplicity": 1,
  "energy_ha": -277.0945,
  "e_lumo_ev": 1.0,
  "largest_force_ev_per_a": 0.4
}

***

8.
{
  "formula": "C6H18N3OP",
  "method": "ωB97M-V/def2-TZVPD",
  "species": ["C", "C", "C", "N", "C", "C", "C", "P", "N", "N", "O", "H", "H", "H", "H", "H", "H", "H", "H", "H", "H", "H", "H", "H", "H", "H", "H", "H", "H"],
  "xyz": [[-1.13, -2.33, -0.02], [-1.33, -0.80, -0.19], [-1.15, -0.61, -1.69], [-0.33, -0.10, 0.56], [-0.61, 1.34, 0.71], [-0.78, 2.30, -0.48], [0.33, 2.03, 1.71], [1.71, -0.39, 0.01], [1.97, -1.62, -1.09], [2.29, -0.83, 1.56], [2.55, 0.71, -0.50], [-1.33, -2.63, 1.09], [-1.86, -2.76, -0.66], [-0.07, -2.51, -0.08], [-2.32, -0.29, 0.09], [-0.98, 0.38, -1.97], [-2.04, -0.91, -2.31], [-0.50, -1.27, -2.17], [-1.57, 1.42, 1.17], [-1.14, 3.30, -0.09], [0.23, 2.43, -0.90], [-1.39, 2.03, -1.26], [1.21, 2.05, 1.25], [0.35, 1.40, 2.53], [0.00, 3.04, 2.03], [2.52, -1.33, -1.86], [1.33, -2.36, -1.35], [1.88, -1.69, 1.84], [2.18, 0.02, 2.06]],
  "smiles": "CC(C)N(C(C)C)P(N)(N)=O",
  "homo_lumo_gap_ha": 0.34417,
  "homo_energy_ev": -8.560,
  "spin_multiplicity": 1,
  "energy_ha": -820.2436,
  "e_lumo_ev": 0.8,
  "largest_force_ev_per_a": 4.8
}